# 1
{
  "formula": "C62H65IrN11O2SSi4Te",
  "method": "the ωB97M-V functional and the def2-TZVPD basis",
  "e_homo_ev": [-6.055, -5.990],
  "s_squared": 1.0888,
  "multiplicity": 2,
  "gap_ev": [4.853, 4.746],
  "symbols": ["Ir", "C", "C", "C", "C", "C", "N", "C", "N", "C", "C", "C", "C", "C", "C", "C", "C", "N", "C", "N", "C", "N", "C", "N", "C", "N", "C", "C", "C", "C", "C", "C", "C", "C", "C", "C", "C", "C", "N", "C", "C", "H", "H", "H", "H", "H", "H", "H", "H", "H", "H", "H", "H", "H", "H", "H", "H", "C", "C", "C", "C", "C", "C", "N", "C", "C", "C", "C", "C", "C", "C", "O", "O", "C", "C", "H", "H", "H", "H", "H", "H", "H", "H", "H", "H", "H", "H", "H", "H", "C", "Si", "C", "C", "Si", "Te", "Si", "C", "C", "C", "Si", "C", "C", "C", "H", "H", "H", "H", "H", "H", "H", "H", "H", "H", "H", "H", "H", "H", "H", "H", "H", "H", "H", "H", "H", "H", "H", "H", "H", "H", "H", "C", "C", "C", "C", "N", "C", "S", "N", "C", "H", "H", "H", "H", "H", "H", "H", "H"],
  "positions_angstrom": [[0.4175, 0.2207, -0.2314], [3.3843, -1.3952, -5.5634], [3.5161, -2.6368, -4.9327], [2.7963, -2.9434, -3.7938], [1.9057, -1.9963, -3.2923], [1.0968, -1.9242, -2.1089], [0.5731, -0.6631, -2.0088], [0.9086, 0.0658, -3.1267], [0.4310, 1.2796, -3.3706], [0.0882, 2.1043, -2.4110], [-0.6637, 3.3357, -2.5156], [-1.4799, 3.8631, -3.5040], [-2.1704, 5.0332, -3.2337], [-2.0237, 5.6874, -2.0123], [-1.2089, 5.1724, -1.0183], [-0.5407, 3.9839, -1.2617], [0.2472, 3.1096, -0.4135], [0.6331, 3.3434, 0.8223], [0.9866, 2.4004, 1.6838], [0.6857, 1.0802, 1.5340], [0.8616, 0.4278, 2.7152], [0.5482, -0.8348, 2.9419], [0.3156, -1.6976, 1.9818], [0.6465, -1.5331, 0.6571], [0.3271, -2.6629, -0.0478], [0.7286, -2.9149, -1.2848], [-0.3416, -3.5720, 0.8484], [-1.0143, -4.7645, 0.6479], [-1.5745, -5.3906, 1.7438], [-1.4540, -4.8572, 3.0284], [-0.8266, -3.6443, 3.2367], [-0.2936, -2.9886, 2.1374], [1.3704, 1.3589, 3.6832], [1.7455, 1.2107, 5.0079], [2.3115, 2.2987, 5.6416], [2.4911, 3.5096, 4.9749], [2.0804, 3.6839, 3.6655], [1.5037, 2.6020, 3.0184], [0.5479, 1.9861, -1.1225], [1.7691, -0.7344, -3.9422], [2.5065, -0.4437, -5.0843], [4.0006, -1.1686, -6.4211], [4.2102, -3.3645, -5.3309], [2.9564, -3.8777, -3.2775], [-1.5956, 3.3557, -4.4489], [-2.8475, 5.4367, -3.9747], [-2.5702, 6.6008, -1.8306], [-1.1015, 5.6754, -0.0692], [-1.1034, -5.1601, -0.3464], [-2.1139, -6.3149, 1.6058], [-1.8774, -5.3942, 3.8645], [-0.7405, -3.2071, 4.2185], [1.5975, 0.2733, 5.5175], [2.6270, 2.2067, 6.6698], [2.9711, 4.3239, 5.4949], [2.1978, 4.6265, 3.1541], [2.3952, 0.5192, -5.5563], [-0.6251, 4.5129, 7.2704], [-0.6300, 4.7620, 5.7909], [-0.1142, 5.9521, 5.2959], [-0.0757, 6.1925, 3.9338], [-0.6313, 5.2766, 3.0643], [-1.2072, 4.1005, 3.5401], [-1.8272, 3.2402, 2.6271], [-3.0668, 2.7002, 2.8053], [-3.9467, 3.3154, 3.7118], [-5.1943, 2.7991, 3.9621], [-5.6096, 1.6396, 3.3207], [-4.7670, 1.0433, 2.4063], [-3.5064, 1.5529, 2.1122], [-2.6713, 0.8223, 1.0943], [-2.9955, -0.3679, 0.8496], [-1.7449, 1.4339, 0.5221], [-1.1438, 3.8044, 4.9117], [-1.5628, 2.4643, 5.4396], [-0.3812, 5.4256, 7.8072], [0.1130, 3.7543, 7.5278], [-1.5985, 4.1627, 7.6066], [0.2868, 6.6862, 5.9797], [0.3700, 7.1004, 3.5498], [-0.6248, 5.4515, 2.0011], [-1.3719, 3.0609, 1.7408], [-3.6188, 4.2251, 4.1960], [-5.8502, 3.3051, 4.6559], [-6.5685, 1.1980, 3.5518], [-5.0776, 0.1405, 1.9074], [-2.4893, 2.5284, 6.0115], [-0.7882, 2.0784, 6.1001], [-1.7067, 1.7521, 4.6326], [-1.9213, -6.6133, -4.6664], [-1.0377, -5.7148, -3.2238], [0.8097, -5.5841, -3.6663], [-1.0066, -7.0666, -1.8441], [-2.1866, -3.5062, -3.1789], [-2.0327, -1.8487, -1.1334], [-1.9970, -2.4360, -5.3902], [-3.3013, -3.3159, -6.4845], [-2.3374, -0.5608, -5.4544], [-0.3077, -2.7119, -6.2434], [-4.5646, -4.1120, -2.7765], [-5.8072, -2.7259, -3.2651], [-5.2444, -5.6555, -3.6947], [-4.7485, -4.5558, -0.9145], [-1.3581, -7.4868, -4.9803], [-2.0383, -5.9733, -5.5316], [-2.9066, -6.9542, -4.3761], [1.1889, -6.5058, -4.0984], [1.3861, -5.3709, -2.7736], [1.0105, -4.7885, -4.3707], [-0.7756, -8.0342, -2.2860], [-1.9506, -7.1746, -1.3194], [-0.2349, -6.8704, -1.1055], [-4.3021, -3.2407, -6.0771], [-3.0784, -4.3704, -6.5950], [-3.3215, -2.8890, -7.4821], [-3.3360, -0.3219, -5.1046], [-2.2365, -0.1804, -6.4681], [-1.6394, -0.0140, -4.8281], [0.0446, -3.7324, -6.1509], [0.4587, -2.0647, -5.8336], [-0.3747, -2.4911, -7.3051], [-6.2675, -2.9463, -4.2227], [-5.3249, -1.7598, -3.3615], [-6.6130, -2.6132, -2.5452], [-4.8825, -5.6974, -4.7145], [-6.3297, -5.6339, -3.7437], [-4.9629, -6.5795, -3.2024], [-4.2674, -3.8249, -0.2678], [-4.2656, -5.5048, -0.7098], [-5.7843, -4.6531, -0.6052], [-6.9681, -2.0198, 0.8936], [-6.5076, -0.8721, 0.0622], [-7.2152, 0.2774, -0.1524], [-6.6179, 1.3152, -0.9022], [-5.4409, 1.1317, -1.5010], [-4.8101, 0.0042, -1.3554], [-3.4187, -0.2585, -2.3160], [-5.2868, -0.9973, -0.5494], [-7.2736, 2.6405, -1.0613], [-7.7686, -1.7079, 1.5606], [-6.1419, -2.4134, 1.4853], [-7.3382, -2.8241, 0.2541], [-8.2009, 0.4118, 0.2611], [-4.6658, -1.7658, -0.3173], [-8.3289, 2.5182, -1.2990], [-6.7808, 3.2072, -1.8455], [-7.2005, 3.2008, -0.1289]]
}

=====

# 2
{
  "formula": "C62H80N3O3PRbSSeTe",
  "method": "the ωB97M-V functional and the def2-TZVPD basis",
  "e_homo_ev": -1.763,
  "s_squared": 0.7583,
  "total_charge": -2,
  "multiplicity": 2,
  "gap_ev": 5.188,
  "relative_energy_kcal_mol": 0.00,
  "symbols": ["Rb", "C", "C", "C", "C", "C", "C", "C", "Se", "C", "C", "C", "C", "C", "C", "O", "C", "C", "C", "C", "C", "C", "C", "C", "C", "O", "C", "C", "C", "C", "C", "C", "H", "H", "H", "H", "H", "H", "H", "H", "H", "H", "H", "H", "H", "H", "H", "H", "H", "H", "H", "H", "H", "H", "H", "H", "H", "H", "H", "H", "H", "H", "H", "H", "H", "H", "H", "H", "H", "H", "H", "H", "C", "P", "C", "C", "C", "C", "C", "C", "C", "H", "H", "H", "H", "H", "H", "H", "H", "H", "H", "H", "C", "C", "C", "C", "C", "C", "Te", "N", "C", "O", "C", "C", "C", "C", "C", "C", "C", "C", "C", "C", "C", "C", "C", "C", "C", "C", "H", "H", "H", "H", "H", "H", "H", "H", "H", "H", "H", "H", "H", "H", "H", "H", "H", "H", "H", "H", "H", "H", "H", "S", "C", "N", "C", "C", "N", "H", "H", "H", "H", "H", "H"],
  "positions_angstrom": [[-0.3592, 0.3512, -0.1930], [-6.1300, -4.4296, 3.3012], [-5.0340, -5.2721, 2.6489], [-4.5703, -6.3207, 3.6714], [-5.6506, -5.9945, 1.4410], [-3.8485, -4.4201, 2.2007], [-3.7799, -3.0462, 2.3774], [-2.6820, -2.3052, 1.9444], [-2.7743, -0.4038, 2.1391], [-1.3470, -0.0996, 3.4127], [-1.2099, -1.0114, 4.4346], [-0.2488, -0.8497, 5.4322], [0.5207, 0.3105, 5.3618], [0.4342, 1.2513, 4.3385], [-0.5088, 1.0589, 3.2631], [-0.6093, 1.8328, 2.2551], [1.3345, 2.5025, 4.4396], [1.4733, 3.3034, 3.1369], [2.7687, 2.1318, 4.8613], [0.7431, 3.4414, 5.5050], [-0.0865, -1.9209, 6.5071], [1.0266, -1.5809, 7.4986], [0.2585, -3.2624, 5.8425], [-1.3956, -2.0802, 7.2948], [-1.5456, -2.9026, 1.3209], [-0.5274, -2.2390, 0.9539], [-1.6379, -4.3367, 1.1241], [-2.7502, -5.0247, 1.5654], [-0.4851, -5.0439, 0.4034], [-0.7315, -6.5470, 0.2482], [-0.3061, -4.4602, -1.0097], [0.8184, -4.8721, 1.2007], [-6.9601, -5.0737, 3.6065], [-6.5183, -3.6794, 2.6089], [-5.7564, -3.9125, 4.1878], [-5.4063, -6.9518, 3.9949], [-4.1460, -5.8263, 4.5481], [-3.7997, -6.9672, 3.2471], [-6.5021, -6.6124, 1.7485], [-4.9188, -6.6415, 0.9536], [-5.9953, -5.2669, 0.7031], [-4.5845, -2.5058, 2.8604], [-1.8637, -1.8783, 4.4372], [1.2384, 0.4902, 6.1523], [1.8589, 2.6812, 2.3263], [2.1741, 4.1305, 3.3091], [0.5179, 3.6984, 2.8034], [3.2091, 1.4375, 4.1411], [2.8212, 1.6694, 5.8474], [3.3890, 3.0341, 4.8883], [-0.2685, 3.7381, 5.2182], [1.3546, 4.3459, 5.6097], [0.6871, 2.9433, 6.4767], [1.9874, -1.4728, 6.9890], [1.1223, -2.3813, 8.2387], [0.8144, -0.6506, 8.0324], [1.1986, -3.1801, 5.2917], [-0.5121, -3.5601, 5.1290], [0.3591, -4.0549, 6.5931], [-1.6600, -1.1405, 7.7861], [-1.2995, -2.8598, 8.0591], [-2.2177, -2.3536, 6.6312], [-2.7906, -6.0969, 1.4065], [-1.6312, -6.7487, -0.3401], [-0.8299, -7.0444, 1.2177], [0.1188, -6.9948, -0.2747], [-1.2002, -4.6475, -1.6120], [0.5497, -4.9339, -1.5063], [-0.1403, -3.3857, -0.9667], [0.7201, -5.3290, 2.1904], [1.0453, -3.8143, 1.3195], [1.6485, -5.3599, 0.6757], [4.6443, 0.0562, 1.4735], [2.8730, 0.0141, 0.9451], [2.1528, -1.0422, 2.2547], [2.9992, -1.1762, -0.4565], [3.2987, -2.5294, -0.2951], [3.3061, -3.3880, -1.3827], [3.0120, -2.9077, -2.6546], [2.7119, -1.5660, -2.8308], [2.7020, -0.7086, -1.7361], [5.0378, -0.9404, 1.6882], [4.7358, 0.6765, 2.3679], [5.2422, 0.5083, 0.6793], [2.7930, -1.8906, 2.5164], [1.1818, -1.4327, 1.9312], [1.9822, -0.4434, 3.1514], [3.4951, -2.9244, 0.6951], [3.5127, -4.4418, -1.2361], [2.9911, -3.5843, -3.5008], [2.4474, -1.1847, -3.8095], [2.4238, 0.3287, -1.8881], [1.9054, 9.3629, -6.6020], [1.5046, 8.0489, -5.9848], [0.9423, 7.0372, -6.7466], [0.5686, 5.8171, -6.1873], [-0.0322, 4.7640, -7.0867], [0.7583, 5.5924, -4.8163], [0.2103, 3.6943, -3.9724], [0.0655, 0.9098, -3.0110], [-0.5269, -0.2064, -3.3044], [-1.3017, -0.8534, -2.5368], [-0.2108, -0.8134, -4.6619], [-0.1960, -2.1991, -4.7839], [0.1165, -2.7886, -5.9995], [0.4012, -1.9987, -7.1094], [0.3727, -0.6154, -6.9951], [0.0730, -0.0239, -5.7719], [2.1489, 3.2750, -3.2271], [2.3201, 3.2372, -1.8452], [3.5651, 2.9943, -1.2851], [4.6550, 2.7804, -2.1139], [4.4896, 2.8035, -3.4915], [3.2453, 3.0482, -4.0714], [3.1122, 3.0521, -5.5732], [1.3019, 6.6216, -4.0251], [1.5057, 6.4770, -2.5386], [1.6718, 7.8226, -4.6251], [1.8046, 9.3347, -7.6873], [2.9420, 9.6106, -6.3649], [1.2809, 10.1770, -6.2268], [0.7933, 7.1950, -7.8112], [-0.0571, 5.1141, -8.1200], [-1.0512, 4.5165, -6.7841], [0.5387, 3.8352, -7.0382], [-0.4361, -2.7902, -3.9074], [0.1378, -3.8689, -6.0857], [0.6396, -2.4615, -8.0603], [0.5838, 0.0062, -7.8580], [0.0586, 1.0543, -5.6651], [1.4664, 3.4032, -1.1986], [3.6675, 2.9561, -0.2082], [5.6325, 2.5804, -1.6907], [5.3408, 2.6189, -4.1378], [4.0489, 2.7567, -6.0478], [2.8363, 4.0443, -5.9400], [2.3276, 2.3587, -5.8835], [0.6923, 5.9081, -2.0859], [1.5620, 7.4573, -2.0631], [2.4302, 5.9382, -2.3196], [2.0943, 8.6063, -4.0020], [-3.4068, 4.2466, -2.2963], [-4.1025, 3.0882, -1.3274], [-4.2733, 1.7828, -1.6169], [-4.8285, 1.0124, -0.5078], [-4.9632, 2.0686, 0.6044], [-4.6329, 3.3095, -0.0954], [-3.7560, 1.3696, -2.3749], [-4.1623, 0.2014, -0.2210], [-5.7953, 0.5911, -0.7874], [-4.2810, 1.8692, 1.4291], [-5.9806, 2.1060, 0.9939], [-4.3337, 4.1366, 0.3889]]
}